Density functional theory data (ωB97M-V with the def2-TZVPD basis set) for a 16-piece molecular cluster, C68H164N4O10 overall at a distorted geometry.

Bonds (Å) are listed after each position.
CARTESIAN COORDINATES (ANGSTROEM)
1 C -2.226 9.042 21.195  C2 1.494, H7 1.090, H8 1.090, H9 1.090
2 C -2.684 10.081 20.224  C1 1.494, C3 1.548, H10 1.090, H11 1.090
3 C -4.230 10.158 20.239  C2 1.548, C4 1.521, H12 1.090, H13 1.090
4 C -4.650 11.479 19.614  C3 1.521, C5 1.575, H14 1.090, H15 1.090
5 C -5.948 12.204 20.133  C4 1.575, C6 1.550, H16 1.090, H17 1.090
6 C -6.563 13.294 19.220  C5 1.550, H18 1.090, H19 1.090, H20 1.090
7 H -2.617 9.350 22.165  C1 1.090
8 H -1.143 8.930 21.250  C1 1.090
9 H -2.630 8.038 21.067  C1 1.090
10 H -2.160 11.011 20.448  C2 1.090
11 H -2.391 9.796 19.214  C2 1.090
12 H -4.681 9.904 21.197  C3 1.090
13 H -4.809 9.435 19.665  C3 1.090
14 H -3.989 12.346 19.602  C4 1.090
15 H -4.694 11.322 18.536  C4 1.090
16 H -6.761 11.480 20.188  C5 1.090
17 H -5.851 12.518 21.173  C5 1.090
18 H -5.779 14.025 19.024  C6 1.090
19 H -6.905 12.893 18.265  C6 1.090
20 H -7.448 13.835 19.556  C6 1.090
21 C 5.631 -0.553 26.350  C22 1.515, H27 1.090, H28 1.090, H29 1.090
22 C 4.316 0.187 26.484  C21 1.515, C23 1.550, H30 1.090, H31 1.090
23 C 3.288 -0.400 25.483  C22 1.550, C24 1.539, H32 1.090, H33 1.090
24 C 2.003 0.447 25.487  C23 1.539, C25 1.511, H34 1.090, H35 1.090
25 C 1.192 0.288 24.223  C24 1.511, C26 1.508, H36 1.090, H37 1.090
26 C 0.687 -1.119 24.025  C25 1.508, H38 1.090, H39 1.090, H40 1.090
27 H 5.340 -1.529 26.737  C21 1.090
28 H 6.440 -0.218 26.998  C21 1.090
29 H 6.005 -0.530 25.326  C21 1.090
30 H 3.778 0.069 27.424  C22 1.090
31 H 4.518 1.243 26.303  C22 1.090
32 H 3.166 -1.472 25.644  C23 1.090
33 H 3.653 -0.156 24.486  C23 1.090
34 H 1.420 0.405 26.408  C24 1.090
35 H 2.224 1.511 25.569  C24 1.090
36 H 0.277 0.876 24.295  C25 1.090
37 H 1.791 0.647 23.387  C25 1.090
38 H 0.202 -1.580 24.886  C26 1.090
39 H -0.110 -1.159 23.283  C26 1.090
40 H 1.577 -1.696 23.775  C26 1.090
41 C 6.146 7.858 29.422  C42 1.480, H47 1.090, H48 1.090, H49 1.090
42 C 5.368 6.727 28.870  C41 1.480, C43 1.567, H50 1.090, H51 1.090
43 C 4.592 6.970 27.530  C42 1.567, C44 1.524, H52 1.090, H53 1.090
44 C 3.752 5.776 27.093  C43 1.524, C45 1.568, H54 1.090, H55 1.090
45 C 3.236 5.897 25.617  C44 1.568, C46 1.488, H56 1.090, H57 1.090
46 C 2.637 4.636 25.102  C45 1.488, H58 1.090, H59 1.090, H60 1.090
47 H 6.889 7.508 30.139  C41 1.090
48 H 5.435 8.521 29.915  C41 1.090
49 H 6.672 8.491 28.708  C41 1.090
50 H 6.024 5.867 28.737  C42 1.090
51 H 4.755 6.420 29.718  C42 1.090
52 H 5.343 7.260 26.795  C43 1.090
53 H 3.938 7.798 27.804  C43 1.090
54 H 4.495 4.979 27.119  C44 1.090
55 H 3.025 5.573 27.879  C44 1.090
56 H 2.611 6.783 25.502  C45 1.090
57 H 4.194 6.042 25.118  C45 1.090
58 H 2.523 4.640 24.018  C46 1.090
59 H 3.281 3.772 25.269  C46 1.090
60 H 1.647 4.558 25.550  C46 1.090
61 C 5.449 3.017 23.794  C62 1.567, H67 1.090, H68 1.090, H69 1.090
62 C 5.870 2.509 22.373  C61 1.567, C63 1.572, H70 1.090, H71 1.090
63 C 4.682 2.648 21.353  C62 1.572, C64 1.576, H72 1.090, H73 1.090
64 C 4.914 1.929 19.970  C63 1.576, C65 1.464, H74 1.090, H75 1.090
65 C 3.915 2.368 18.993  C64 1.464, C66 1.551, H76 1.090, H77 1.090
66 C 4.199 3.731 18.308  C65 1.551, H78 1.090, H79 1.090, H80 1.090
67 H 6.284 3.111 24.489  C61 1.090
68 H 4.616 2.488 24.257  C61 1.090
69 H 4.948 3.984 23.755  C61 1.090
70 H 6.716 3.125 22.069  C62 1.090
71 H 6.307 1.515 22.471  C62 1.090
72 H 4.422 3.704 21.413  C63 1.090
73 H 3.781 2.190 21.763  C63 1.090
74 H 5.885 2.285 19.627  C64 1.090
75 H 5.063 0.850 19.923  C64 1.090
76 H 3.739 1.639 18.202  C65 1.090
77 H 2.922 2.312 19.440  C65 1.090
78 H 4.432 3.594 17.252  C66 1.090
79 H 3.292 4.333 18.370  C66 1.090
80 H 4.998 4.357 18.705  C66 1.090
81 C -4.952 0.290 25.796  C82 1.535, H87 1.090, H88 1.090, H89 1.090
82 C -4.062 1.414 26.344  C81 1.535, C83 1.511, H90 1.090, H91 1.090
83 C -2.863 1.004 27.167  C82 1.511, C84 1.597, H92 1.090, H93 1.090
84 C -1.828 2.207 27.339  C83 1.597, C85 1.480, H94 1.090, H95 1.090
85 C -0.915 2.226 28.504  C84 1.480, C86 1.519, H96 1.090, H97 1.090
86 C -0.130 3.524 28.432  C85 1.519, H98 1.090, H99 1.090, H100 1.090
87 H -4.267 -0.222 25.121  C81 1.090
88 H -5.841 0.549 25.221  C81 1.090
89 H -5.305 -0.313 26.633  C81 1.090
90 H -3.702 1.868 25.421  C82 1.090
91 H -4.586 2.108 27.002  C82 1.090
92 H -2.411 0.129 26.699  C83 1.090
93 H -3.230 0.597 28.109  C83 1.090
94 H -1.224 2.323 26.439  C84 1.090
95 H -2.459 3.087 27.467  C84 1.090
96 H -1.465 2.239 29.446  C85 1.090
97 H -0.275 1.344 28.500  C85 1.090
98 H 0.220 3.787 27.434  C86 1.090
99 H -0.599 4.431 28.813  C86 1.090
100 H 0.754 3.382 29.054  C86 1.090
101 C 6.491 8.699 19.895  C102 1.561, H107 1.090, H108 1.090, H109 1.090
102 C 5.074 8.298 19.378  C101 1.561, C103 1.575, H110 1.090, H111 1.090
103 C 4.064 7.730 20.445  C102 1.575, C104 1.490, H112 1.090, H113 1.090
104 C 3.040 8.722 20.877  C103 1.490, C105 1.553, H114 1.090, H115 1.090
105 C 1.996 8.104 21.847  C104 1.553, C106 1.536, H116 1.090, H117 1.090
106 C 1.282 9.106 22.767  C105 1.536, H118 1.090, H119 1.090, H120 1.090
107 H 7.169 7.848 19.826  C101 1.090
108 H 6.293 8.969 20.933  C101 1.090
109 H 6.931 9.521 19.330  C101 1.090
110 H 4.547 9.138 18.927  C102 1.090
111 H 5.166 7.568 18.573  C102 1.090
112 H 4.713 7.325 21.222  C103 1.090
113 H 3.470 6.849 20.204  C103 1.090
114 H 3.586 9.551 21.327  C104 1.090
115 H 2.571 9.358 20.126  C104 1.090
116 H 1.312 7.486 21.267  C105 1.090
117 H 2.563 7.433 22.493  C105 1.090
118 H 0.761 9.852 22.166  C106 1.090
119 H 0.447 8.504 23.128  C106 1.090
120 H 1.850 9.542 23.588  C106 1.090
121 C -1.856 5.812 25.917  C122 1.599, H127 1.090, H128 1.090, H129 1.090
122 C -3.248 5.613 25.157  C121 1.599, C123 1.500, H130 1.090, H131 1.090
123 C -2.933 6.083 23.768  C122 1.500, C124 1.582, H132 1.090, H133 1.090
124 C -4.149 5.855 22.782  C123 1.582, C125 1.510, H134 1.090, H135 1.090
125 C -5.244 6.895 22.766  C124 1.510, C126 1.516, H136 1.090, H137 1.090
126 C -6.139 6.910 21.542  C125 1.516, H138 1.090, H139 1.090, H140 1.090
127 H -1.169 5.022 25.615  C121 1.090
128 H -2.035 5.803 26.992  C121 1.090
129 H -1.190 6.671 25.827  C121 1.090
130 H -3.398 4.536 25.232  C122 1.090
131 H -4.165 6.100 25.488  C122 1.090
132 H -2.102 5.537 23.323  C123 1.090
133 H -2.703 7.146 23.841  C123 1.090
134 H -3.790 5.562 21.795  C124 1.090
135 H -4.625 4.921 23.077  C124 1.090
136 H -5.790 7.126 23.680  C125 1.090
137 H -4.672 7.822 22.751  C125 1.090
138 H -5.621 7.176 20.620  C126 1.090
139 H -6.852 6.086 21.539  C126 1.090
140 H -6.697 7.838 21.664  C126 1.090
141 C -4.351 4.734 14.924  C142 1.507, H147 1.090, H148 1.090, H149 1.090
142 C -4.989 4.568 16.278  C141 1.507, C143 1.501, H150 1.090, H151 1.090
143 C -5.811 5.760 16.676  C142 1.501, C144 1.542, H152 1.090, H153 1.090
144 C -6.922 5.385 17.678  C143 1.542, C145 1.580, H154 1.090, H155 1.090
145 C -7.789 4.096 17.387  C144 1.580, C146 1.509, H156 1.090, H157 1.090
146 C -8.937 3.896 18.346  C145 1.509, H158 1.090, H159 1.090, H160 1.090
147 H -5.092 5.006 14.172  C141 1.090
148 H -3.870 3.820 14.573  C141 1.090
149 H -3.567 5.483 15.035  C141 1.090
150 H -5.543 3.630 16.258  C142 1.090
151 H -4.241 4.530 17.070  C142 1.090
152 H -6.357 6.309 15.909  C143 1.090
153 H -5.055 6.434 17.077  C143 1.090
154 H -6.361 5.291 18.608  C144 1.090
155 H -7.469 6.325 17.748  C144 1.090
156 H -8.202 4.017 16.382  C145 1.090
157 H -7.339 3.116 17.547  C145 1.090
158 H -9.877 3.653 17.850  C146 1.090
159 H -8.648 3.183 19.118  C146 1.090
160 H -9.069 4.861 18.836  C146 1.090
161 C 2.117 7.192 15.148  C162 1.546, H167 1.090, H168 1.090, H169 1.090
162 C 1.641 6.230 16.260  C161 1.546, C163 1.526, H170 1.090, H171 1.090
163 C 0.185 6.395 16.689  C162 1.526, C164 1.535, H172 1.090, H173 1.090
164 C -0.295 5.554 17.880  C163 1.535, C165 1.571, H174 1.090, H175 1.090
165 C -1.862 5.676 17.888  C164 1.571, C166 1.517, H176 1.090, H177 1.090
166 C -2.319 7.041 18.367  C165 1.517, H178 1.090, H179 1.090, H180 1.090
167 H 3.121 6.953 14.798  C161 1.090
168 H 2.213 8.162 15.635  C161 1.090
169 H 1.340 7.240 14.385  C161 1.090
170 H 1.669 5.244 15.795  C162 1.090
171 H 2.131 6.523 17.188  C162 1.090
172 H -0.414 6.290 15.785  C163 1.090
173 H -0.067 7.451 16.783  C163 1.090
174 H 0.044 4.522 17.785  C164 1.090
175 H 0.108 5.916 18.826  C164 1.090
176 H -2.398 5.631 16.941  C165 1.090
177 H -2.318 4.952 18.563  C165 1.090
178 H -1.943 7.204 19.377  C166 1.090
179 H -1.871 7.831 17.764  C166 1.090
180 H -3.376 7.298 18.437  C166 1.090
181 C -1.084 2.838 20.456  C182 1.483, O184 1.429, H185 1.090, H186 1.090
182 C -0.167 1.911 21.164  C181 1.483, O183 1.416, H187 1.090, H188 1.090
183 O -0.564 0.582 20.880  C182 1.416, H189 0.960
184 O -2.351 2.758 21.112  C181 1.429, H190 0.960
185 H -1.264 2.572 19.414  C181 1.090
186 H -0.685 3.851 20.424  C181 1.090
187 H -0.169 2.090 22.239  C182 1.090
188 H 0.828 2.242 20.868  C182 1.090
189 H -0.025 0.211 20.177  O183 0.960
190 H -2.519 1.817 21.027  O184 0.960
191 C -2.597 -2.473 15.778  C192 1.586, O194 1.385, H195 1.090, H196 1.090
192 C -2.793 -2.784 17.321  C191 1.586, O193 1.414, H197 1.090, H198 1.090
193 O -2.894 -1.678 18.197  C192 1.414, H199 0.960
194 O -1.361 -1.896 15.541  C191 1.385, H200 0.960
195 H -3.422 -1.812 15.510  C191 1.090
196 H -2.624 -3.333 15.109  C191 1.090
197 H -1.975 -3.411 17.676  C192 1.090
198 H -3.723 -3.352 17.329  C192 1.090
199 H -3.682 -1.220 17.893  O193 0.960
200 H -1.440 -0.943 15.621  O194 0.960
201 C -4.349 -1.671 21.459  C202 1.541, O204 1.450, H205 1.090, H206 1.090
202 C -2.903 -1.516 21.969  C201 1.541, O203 1.404, H207 1.090, H208 1.090
203 O -2.618 -0.246 22.494  C202 1.404, H209 0.960
204 O -4.324 -2.766 20.507  C201 1.450, H210 0.960
205 H -4.618 -0.820 20.833  C201 1.090
206 H -5.004 -1.783 22.322  C201 1.090
207 H -2.147 -1.614 21.189  C202 1.090
208 H -2.637 -2.265 22.714  C202 1.090
209 H -1.779 0.110 22.190  O203 0.960
210 H -3.914 -2.334 19.754  O204 0.960
211 O -2.908 1.119 15.915  C212 1.213
212 C -1.781 1.570 15.923  O211 1.213, N213 1.319, C214 1.504
213 N -0.970 0.929 16.742  C212 1.319, H215 1.010, H216 1.010
214 C -1.264 2.603 14.961  C212 1.504, H217 1.090, H218 1.090, H219 1.090
215 H -1.452 0.434 17.479  N213 1.010
216 H -0.031 1.256 16.921  N213 1.010
217 H -0.402 2.360 14.340  C214 1.090
218 H -0.966 3.437 15.596  C214 1.090
219 H -2.041 2.873 14.245  C214 1.090
220 O -5.416 -1.165 17.284  C221 1.206
221 C -6.001 -0.289 17.872  O220 1.206, N222 1.274, C223 1.503
222 N -5.248 0.499 18.532  C221 1.274, H224 1.010, H225 1.010
223 C -7.457 0.043 17.699  C221 1.503, H226 1.090, H227 1.090, H228 1.090
224 H -4.430 0.856 18.059  N222 1.010
225 H -5.456 1.112 19.307  N222 1.010
226 H -7.849 0.432 18.639  C223 1.090
227 H -8.011 -0.872 17.488  C223 1.090
228 H -7.739 0.910 17.103  C223 1.090
229 O 1.037 0.483 18.624  C230 1.210
230 C 1.207 -0.689 18.871  O229 1.210, N231 1.345, C232 1.556
231 N 0.163 -1.536 18.869  C230 1.345, H233 1.010, H234 1.010
232 C 2.517 -1.067 19.622  C230 1.556, H235 1.090, H236 1.090, H237 1.090
233 H -0.672 -1.310 18.347  N231 1.010
234 H 0.315 -2.503 19.118  N231 1.010
235 H 3.213 -1.607 18.981  C232 1.090
236 H 2.309 -1.460 20.617  C232 1.090
237 H 3.043 -0.183 19.983  C232 1.090
238 O -5.400 2.064 20.697  C239 1.253
239 C -5.651 2.417 21.873  O238 1.253, N240 1.352, C241 1.495
240 N -4.814 2.172 22.905  C239 1.352, H242 1.010, H243 1.010
241 C -6.883 3.202 22.191  C239 1.495, H244 1.090, H245 1.090, H246 1.090
242 H -3.895 1.932 22.562  N240 1.010
243 H -4.875 2.737 23.740  N240 1.010
244 H -6.802 3.793 23.104  C241 1.090
245 H -7.716 2.505 22.282  C241 1.090
246 H -6.991 3.874 21.340  C241 1.090

- Calculated total energy: -99607.194 eV
- Charge: 0